{
  "formula": "C47H101BrF2N3O13P",
  "method": "wB97M-V/def2-TZVPD",
  "elements": ["C", "C", "F", "C", "C", "C", "C", "C", "C", "C", "C", "C", "C", "C", "C", "C", "C", "N", "C", "C", "C", "C", "O", "C", "C", "C", "C", "C", "N", "C", "Br", "O", "C", "F", "P", "N", "O", "H", "H", "H", "H", "H", "H", "H", "H", "H", "H", "H", "H", "H", "H", "H", "H", "H", "H", "H", "H", "H", "H", "H", "H", "H", "H", "H", "H", "H", "H", "H", "H", "H", "H", "H", "H", "H", "H", "H", "H", "H", "H", "H", "H", "H", "H", "H", "H", "H", "H", "H", "C", "O", "C", "C", "O", "C", "H", "H", "H", "H", "H", "H", "H", "H", "H", "H", "C", "O", "C", "C", "O", "C", "H", "H", "H", "H", "H", "H", "H", "H", "H", "H", "C", "O", "C", "C", "O", "C", "H", "H", "H", "H", "H", "H", "H", "H", "H", "H", "C", "O", "C", "C", "O", "C", "H", "H", "H", "H", "H", "H", "H", "H", "H", "H", "C", "O", "C", "C", "O", "C", "H", "H", "H", "H", "H", "H", "H", "H", "H", "H"],
  "positions_angstrom": [[4.7638, -0.7612, 3.4722], [5.2842, -0.9615, 2.0469], [5.6378, 0.2836, 1.5485], [4.2852, -1.6910, 1.1179], [3.8144, -0.9289, -0.1198], [2.9420, -1.7970, -1.0333], [2.0057, -2.8354, -0.4026], [0.8098, -3.1294, -1.3253], [-0.5180, -3.3646, -0.6141], [-1.6642, -3.5372, -1.6284], [-2.2314, -2.1880, -2.1060], [-3.7546, -2.1265, -2.0291], [-4.2626, -2.0322, -0.5890], [-5.7526, -1.6485, -0.4982], [-5.8925, -0.1391, -0.3446], [-7.3430, 0.3526, -0.2048], [-7.4511, 1.6480, 0.6226], [-8.2110, 2.6910, -0.0472], [-7.7360, 3.9217, -0.3968], [-8.7490, 4.6244, -1.0272], [-9.8846, 3.7782, -1.0553], [-9.5170, 2.5939, -0.4428], [4.8796, -0.4471, -0.9237], [5.9320, -1.3656, -1.1884], [6.5177, -1.0634, -2.5749], [7.8547, -0.3236, -2.5444], [7.6909, 1.1975, -2.4771], [9.0128, 1.9309, -2.7256], [9.0958, 3.1518, -1.9041], [2.9993, 0.3115, 0.3660], [3.2640, 1.8899, -0.7518], [1.6128, 0.0377, 0.3531], [0.9554, 0.1429, 1.5580], [1.4773, -0.7305, 2.5107], [1.0423, 1.9050, 2.2440], [-0.2094, 2.6285, 1.3256], [0.3238, 1.6445, 3.6954], [4.3424, 0.2406, 3.5467], [4.0023, -1.4880, 3.7357], [5.5742, -0.8220, 4.1940], [6.1873, -1.5678, 2.1110], [3.4048, -1.9354, 1.7066], [4.7156, -2.6474, 0.8286], [3.6204, -2.3369, -1.6949], [2.3694, -1.1362, -1.6803], [2.5314, -3.7752, -0.2453], [1.6069, -2.4813, 0.5448], [1.0159, -4.0352, -1.8979], [0.6641, -2.3123, -2.0328], [-0.4497, -4.2445, 0.0257], [-0.7702, -2.5006, 0.0039], [-2.4492, -4.1731, -1.2246], [-1.2498, -4.0534, -2.4957], [-1.7936, -1.3628, -1.5409], [-1.9366, -2.0184, -3.1426], [-4.1262, -1.2613, -2.5831], [-4.1558, -3.0192, -2.5111], [-3.6605, -1.2880, -0.0645], [-4.0914, -2.9912, -0.0990], [-6.2332, -1.9920, -1.4144], [-6.1834, -2.1679, 0.3555], [-5.3042, 0.1824, 0.5147], [-5.4819, 0.3230, -1.2434], [-7.7107, 0.5483, -1.2094], [-7.9706, -0.4143, 0.2447], [-6.4562, 2.0582, 0.7714], [-7.9164, 1.4438, 1.5848], [-6.7356, 4.2563, -0.1908], [-8.7050, 5.6214, -1.4263], [-10.8512, 3.9920, -1.4738], [-10.0871, 1.6986, -0.2720], [6.7080, -1.2115, -0.4344], [5.5767, -2.3948, -1.1835], [6.6085, -1.9982, -3.1283], [5.7925, -0.4522, -3.1094], [8.3905, -0.5449, -3.4725], [8.4849, -0.6639, -1.7218], [7.2797, 1.4959, -1.5145], [6.9801, 1.4801, -3.2530], [9.8286, 1.2438, -2.4749], [9.1046, 2.2174, -3.7689], [9.3628, 2.9034, -0.9618], [9.8033, 3.7788, -2.2611], [3.3114, 0.6131, 1.3581], [-0.0767, -0.1672, 1.3697], [-1.1388, 2.5057, 1.7149], [-0.1888, 2.3449, 0.3524], [-0.0730, 0.7674, 3.7578], [-7.1049, -2.2209, 5.6239], [-8.4250, -2.1045, 5.1217], [-8.4764, -1.4470, 3.8669], [-8.6484, -2.4183, 2.7229], [-7.5127, -3.2490, 2.5583], [-7.6923, -4.5584, 3.0673], [-7.1267, -2.9052, 6.4707], [-6.4205, -2.6154, 4.8691], [-6.7450, -1.2455, 5.9687], [-7.5795, -0.8382, 3.7137], [-9.3399, -0.7732, 3.8874], [-8.7625, -1.8468, 1.7955], [-9.5552, -3.0144, 2.8629], [-8.3599, -5.1369, 2.4198], [-8.0967, -4.5431, 4.0820], [-6.7161, -5.0401, 3.0823], [6.4834, -3.9212, -5.4731], [6.6516, -5.1705, -4.8225], [7.0447, -5.0377, -3.4691], [5.8770, -5.1886, -2.5217], [4.9438, -4.1328, -2.6872], [3.7766, -4.5022, -3.4027], [6.0115, -4.1135, -6.4353], [5.8439, -3.2496, -4.8937], [7.4542, -3.4444, -5.6444], [7.5282, -4.0686, -3.3069], [7.7801, -5.8207, -3.2585], [6.2506, -5.1424, -1.4933], [5.3911, -6.1587, -2.6627], [3.1236, -5.1086, -2.7646], [4.0063, -5.0535, -4.3171], [3.2544, -3.5820, -3.6618], [-2.1594, 5.4092, 3.8662], [-3.2297, 5.2019, 2.9597], [-4.2190, 6.2180, 3.0248], [-4.0906, 7.1897, 1.8735], [-2.8840, 7.9290, 1.9427], [-1.8734, 7.4496, 1.0727], [-1.3573, 4.7256, 3.5916], [-1.7830, 6.4334, 3.8213], [-2.4784, 5.1848, 4.8902], [-4.1624, 6.7479, 3.9803], [-5.1974, 5.7296, 2.9656], [-4.9175, 7.9053, 1.9204], [-4.1604, 6.6539, 0.9215], [-2.1116, 7.6946, 0.0320], [-1.7364, 6.3699, 1.1674], [-0.9449, 7.9477, 1.3453], [12.3924, -0.5856, -5.8414], [11.7963, -0.2610, -7.0837], [11.3967, -1.3957, -7.8345], [9.9093, -1.6442, -7.7286], [9.5277, -2.0048, -6.4104], [8.9544, -0.9391, -5.6756], [12.4771, 0.3365, -5.2690], [11.7870, -1.2995, -5.2776], [13.3951, -1.0009, -5.9896], [11.9494, -2.2838, -7.5132], [11.6481, -1.2010, -8.8816], [9.6415, -2.4767, -8.3865], [9.3567, -0.7596, -8.0596], [7.9442, -0.7209, -6.0406], [9.5636, -0.0342, -5.7330], [8.8887, -1.2557, -4.6351], [-6.7002, 4.2219, 7.7900], [-7.3074, 4.5916, 6.5658], [-6.6888, 4.0121, 5.4292], [-7.4730, 2.8313, 4.9071], [-7.4777, 1.7487, 5.8253], [-8.6846, 1.6566, 6.5647], [-7.3575, 4.5509, 8.5930], [-6.5647, 3.1401, 7.8623], [-5.7293, 4.7159, 7.9055], [-5.6607, 3.7148, 5.6590], [-6.6519, 4.7811, 4.6515], [-7.0001, 2.4766, 3.9845], [-8.4962, 3.1355, 4.6669], [-9.4915, 1.2855, 5.9234], [-8.9727, 2.6197, 6.9915], [-8.5291, 0.9450, 7.3737]],
  "lowdin_charge": [-0.02, -0.35, -0.01, -0.06, -0.46, -0.10, -0.17, -0.20, -0.21, -0.20, -0.21, -0.22, -0.21, -0.20, -0.21, -0.16, -0.13, -0.14, -0.10, -0.10, -0.10, -0.11, -0.18, -0.18, -0.14, -0.21, -0.19, -0.29, -0.02, -0.62, 0.79, -0.17, -0.50, -0.03, 0.86, -0.17, -0.30, 0.08, 0.08, 0.08, 0.13, 0.10, 0.13, 0.10, 0.12, 0.12, 0.09, 0.10, 0.11, 0.11, 0.10, 0.10, 0.11, 0.10, 0.11, 0.11, 0.12, 0.11, 0.11, 0.12, 0.10, 0.11, 0.12, 0.12, 0.09, 0.11, 0.11, 0.11, 0.09, 0.09, 0.11, 0.12, 0.10, 0.08, 0.12, 0.05, 0.12, 0.11, 0.11, 0.10, 0.11, 0.06, 0.05, 0.06, 0.13, 0.03, 0.03, 0.05, -0.10, -0.19, -0.21, -0.20, -0.20, -0.10, 0.09, 0.08, 0.08, 0.12, 0.12, 0.11, 0.13, 0.09, 0.09, 0.09, -0.09, -0.18, -0.20, -0.19, -0.23, -0.10, 0.09, 0.07, 0.08, 0.12, 0.13, 0.13, 0.13, 0.09, 0.09, 0.09, -0.10, -0.20, -0.21, -0.21, -0.19, -0.11, 0.08, 0.09, 0.09, 0.13, 0.11, 0.13, 0.12, 0.09, 0.08, 0.09, -0.11, -0.19, -0.21, -0.20, -0.19, -0.11, 0.09, 0.08, 0.09, 0.13, 0.13, 0.13, 0.13, 0.10, 0.09, 0.06, -0.11, -0.19, -0.20, -0.20, -0.20, -0.10, 0.09, 0.08, 0.09, 0.13, 0.11, 0.12, 0.13, 0.09, 0.08, 0.09],
  "e_lumo_ev": 0.2,
  "smiles": "C[C@H](F)C[C@](CCCCCCCCCCCCn1cccc1)(OCCCCCN)[C@@H](Br)O[C@@H](F)P(N)O.COCCOC.COCCOC.COCCOC.COCCOC.COCCOC",
  "e_homo_ev": -8.175,
  "total_energy_ha": -6108.64245
}

=====

{
  "formula": "C47H105N4O4P",
  "method": "wB97M-V/def2-TZVPD",
  "elements": ["C", "C", "O", "N", "H", "H", "C", "H", "H", "H", "H", "H", "H", "C", "C", "C", "C", "N", "C", "C", "C", "C", "C", "H", "H", "H", "H", "H", "H", "H", "H", "H", "H", "H", "H", "H", "H", "H", "H", "H", "H", "H", "H", "C", "C", "C", "C", "N", "C", "C", "C", "C", "C", "H", "H", "H", "H", "H", "H", "H", "H", "H", "H", "H", "H", "H", "H", "H", "H", "H", "H", "H", "H", "C", "C", "C", "C", "N", "C", "C", "C", "C", "C", "H", "H", "H", "H", "H", "H", "H", "H", "H", "H", "H", "H", "H", "H", "H", "H", "H", "H", "H", "H", "C", "C", "C", "C", "P", "C", "C", "C", "C", "C", "C", "C", "C", "C", "C", "C", "C", "H", "H", "H", "H", "H", "H", "H", "H", "H", "H", "H", "H", "H", "H", "H", "H", "H", "H", "H", "H", "H", "H", "H", "H", "H", "H", "H", "H", "H", "H", "H", "H", "H", "H", "H", "H", "O", "C", "O", "O", "H"],
  "positions_angstrom": [[0.9353, -0.1054, -5.8558], [0.1498, -0.9912, -6.8277], [-0.9926, -0.7761, -7.1567], [1.0918, -1.8131, -7.7661], [2.0000, -1.5062, -7.4482], [1.1794, -2.8143, -7.6657], [0.7727, -1.7119, -9.2823], [1.5124, -0.5729, -5.0581], [0.3242, 0.6956, -5.4398], [1.7120, 0.4135, -6.4175], [0.6409, -0.6484, -9.4814], [-0.1312, -2.3072, -9.4120], [1.6310, -1.9963, -9.8908], [-1.5767, -4.3884, 9.0921], [-1.8666, -2.9934, 8.5553], [-2.2826, -2.9576, 7.1090], [-1.2387, -3.4312, 6.1623], [-1.5014, -3.2879, 4.6538], [-0.2530, -3.7630, 3.8926], [-0.3457, -3.1398, 2.5082], [-0.9055, -1.7740, 2.8089], [-1.5715, -1.8441, 4.1647], [-2.7150, -4.1579, 4.1923], [-2.2185, -5.1493, 8.6479], [-1.7274, -4.4562, 10.1694], [-0.5401, -4.6591, 8.8911], [-0.9443, -2.4340, 8.7123], [-2.6639, -2.5335, 9.1392], [-2.5215, -1.9318, 6.8283], [-3.2170, -3.5161, 7.0529], [-1.1152, -4.5119, 6.2328], [-0.3272, -2.8678, 6.3619], [-0.2291, -4.8507, 3.8257], [0.6379, -3.4274, 4.4234], [-1.0376, -3.7153, 1.8932], [0.5985, -3.0995, 1.9652], [-1.5394, -1.4099, 2.0004], [-0.0723, -1.0751, 2.8819], [-2.6183, -1.5741, 4.0257], [-1.2101, -1.1771, 4.9475], [-2.7977, -4.0412, 3.1117], [-3.6477, -3.7534, 4.5854], [-2.5957, -5.1717, 4.5745], [-2.4847, -3.5376, -5.4840], [-2.5861, -3.1386, -3.9568], [-2.8312, -1.6221, -3.8946], [-3.3398, -1.3052, -2.4154], [-3.3790, 0.1450, -2.0345], [-4.1106, 0.3183, -0.6654], [-4.6190, 1.7699, -0.6219], [-4.9472, 2.1201, -2.0295], [-4.2838, 1.0419, -2.9083], [-1.9831, 0.6506, -1.8598], [-3.2982, -3.1364, -6.0884], [-2.5685, -4.6237, -5.5213], [-1.5261, -3.1819, -5.8615], [-1.8321, -3.5545, -3.2885], [-3.4514, -3.7088, -3.6187], [-3.6457, -1.4117, -4.5877], [-1.8958, -1.1303, -4.1618], [-2.7232, -1.7270, -1.6216], [-4.3472, -1.7160, -2.3480], [-3.4481, 0.1449, 0.1826], [-4.9484, -0.3789, -0.6530], [-3.8052, 2.4081, -0.2774], [-5.4064, 1.8767, 0.1242], [-4.5644, 3.1127, -2.2670], [-6.0260, 2.0609, -2.1736], [-3.7069, 1.4023, -3.7600], [-5.0323, 0.3458, -3.2866], [-1.5016, 0.1189, -1.0391], [-1.9567, 1.7287, -1.7018], [-1.5131, 0.5527, -2.8384], [2.5717, -6.1380, 0.3475], [3.4581, -7.0990, -0.4535], [3.1382, -7.2562, -1.9153], [3.1633, -5.8670, -2.5239], [2.3036, -5.6755, -3.8189], [2.5734, -4.2250, -4.4366], [3.8216, -4.3779, -5.2482], [3.9899, -5.8414, -5.5262], [2.8129, -6.5855, -4.9326], [0.7950, -5.8950, -3.4883], [2.5337, -6.4714, 1.3845], [1.5473, -6.2807, 0.0033], [2.7947, -5.0716, 0.3144], [3.2747, -8.1057, -0.0780], [4.4937, -6.8952, -0.1811], [2.1471, -7.7086, -1.9501], [3.8730, -7.8690, -2.4374], [4.1830, -5.6710, -2.8551], [2.7042, -5.0670, -1.9430], [1.7246, -3.9130, -5.0451], [2.6311, -3.5090, -3.6168], [3.6243, -3.7024, -6.0805], [4.6786, -3.9197, -4.7545], [4.3063, -6.0343, -6.5513], [4.8693, -6.1432, -4.9572], [1.9424, -6.7366, -5.5710], [3.0374, -7.5679, -4.5172], [0.6481, -6.8553, -2.9940], [0.2243, -5.9509, -4.4153], [0.4865, -5.1109, -2.7968], [1.6003, 1.7330, 0.9045], [0.4033, 1.9993, 1.7815], [0.5197, 3.2459, 2.7156], [0.5646, 4.4320, 1.7961], [0.6531, 6.1739, 2.2784], [0.2269, 7.4544, 1.0808], [0.8532, 7.1760, -0.2502], [0.3309, 8.2390, -1.3026], [0.4255, 7.6985, -2.6566], [-0.2487, 6.4645, 3.8718], [-1.7025, 6.1135, 3.9856], [-2.1928, 6.0627, 5.4707], [-1.8564, 4.7474, 6.1989], [2.4231, 6.3663, 2.5452], [2.7962, 7.8009, 2.8207], [4.2481, 7.9873, 3.1273], [5.2675, 7.5640, 2.0062], [1.7485, 2.4696, 0.1148], [1.4485, 0.8453, 0.2905], [2.5311, 1.5208, 1.4304], [0.2439, 1.2172, 2.5238], [-0.5336, 2.0593, 1.2278], [1.4384, 3.1076, 3.2857], [-0.2844, 3.3129, 3.4485], [-0.3675, 4.4530, 1.2314], [1.3476, 4.4239, 1.0379], [0.5221, 8.4275, 1.4733], [-0.8619, 7.4578, 1.0304], [0.5589, 6.1604, -0.5146], [1.9423, 7.2185, -0.2487], [0.9407, 9.1153, -1.0829], [-0.6991, 8.5359, -1.1047], [-0.0803, 8.2983, -3.4132], [-0.0887, 6.7375, -2.6590], [1.4409, 7.5781, -3.0342], [-0.2361, 7.5191, 4.1472], [0.3022, 6.0172, 4.6991], [-2.0071, 5.1806, 3.5112], [-2.3330, 6.8360, 3.4674], [-3.2595, 6.2703, 5.5546], [-1.7394, 6.9244, 5.9605], [-2.1434, 3.8329, 5.6797], [-2.3988, 4.6891, 7.1425], [-0.8064, 4.7623, 6.4913], [2.9381, 6.0479, 1.6389], [2.6068, 5.6821, 3.3736], [2.1629, 8.1966, 3.6146], [2.4987, 8.4747, 2.0173], [4.4987, 7.2755, 3.9138], [4.3659, 8.9580, 3.6089], [5.0049, 6.6105, 1.5479], [6.3043, 7.6090, 2.3395], [5.2558, 8.3034, 1.2054], [0.6945, -1.1354, -0.5645], [0.8092, -2.1098, -1.4016], [0.9093, -1.8631, -2.5606], [0.8859, -3.2216, -0.8065], [0.7546, -1.9117, -0.0029]],
  "lowdin_charge": [0.03, -0.33, 0.16, 0.09, 0.15, 0.16, 0.07, 0.09, 0.10, 0.10, 0.11, 0.12, 0.11, -0.09, -0.25, -0.22, -0.12, -0.22, -0.09, -0.16, -0.16, -0.09, 0.07, 0.08, 0.09, 0.08, 0.11, 0.12, 0.12, 0.13, 0.14, 0.14, 0.14, 0.14, 0.11, 0.12, 0.11, 0.11, 0.13, 0.14, 0.10, 0.10, 0.12, -0.08, -0.23, -0.15, -0.10, -0.26, -0.08, -0.16, -0.14, -0.06, 0.03, 0.08, 0.07, 0.04, 0.10, 0.11, 0.12, 0.10, 0.14, 0.14, 0.12, 0.14, 0.11, 0.13, 0.13, 0.13, 0.14, 0.13, 0.10, 0.11, 0.10, -0.10, -0.25, -0.18, -0.09, -0.20, -0.08, -0.18, -0.14, -0.09, 0.05, 0.08, 0.07, 0.07, 0.12, 0.12, 0.11, 0.13, 0.14, 0.11, 0.11, 0.12, 0.10, 0.13, 0.13, 0.12, 0.13, 0.13, 0.09, 0.10, 0.09, -0.09, -0.25, -0.21, -0.30, 1.04, -0.28, -0.24, -0.25, -0.13, -0.26, -0.27, -0.23, -0.10, -0.28, -0.28, -0.23, -0.07, 0.07, 0.05, 0.09, 0.09, 0.10, 0.12, 0.10, 0.10, 0.08, 0.11, 0.11, 0.10, 0.12, 0.12, 0.11, 0.09, 0.07, 0.09, 0.11, 0.10, 0.09, 0.11, 0.11, 0.11, 0.06, 0.08, 0.07, 0.09, 0.11, 0.11, 0.11, 0.10, 0.12, 0.06, 0.08, 0.07, 0.09, -0.96, 0.02, -0.04, 0.04],
  "e_lumo_ev": -8.6,
  "e_homo_ev": -16.081,
  "total_energy_ha": -2713.78813,
  "charge": 4
}